The following is a DFT calculation (ωB97M-V with the def2-TZVPD basis set) of a cluster of 9 separate species, C43H98F6N9O13S6 in total in a non-equilibrium geometry.

Computed properties:
Total charge = +3
DFT total energy = -167486.851 eV
Frontier orbital gap = 5.7 eV
Energy above the lowest of the compared OMol25 structures with the same formula, charge and spin = 339.50 kcal per mole
LUMO = -0.19329 Eh
Highest occupied orbital energy = -11.0 eV

Geometry (Å):
C (-0.3870, -0.1106, 1.1873)
C (0.0827, 0.0582, -0.2420)
O (1.2255, -0.2632, -0.5625)
N (-1.0129, 0.4293, -1.1404)
H (-1.7268, -0.2723, -1.0053)
H (-1.4756, 1.2671, -0.8176)
C (-0.6642, 0.5354, -2.6872)
H (-0.7703, 0.8563, 1.5133)
H (0.4172, -0.4655, 1.8318)
H (-1.1899, -0.8428, 1.2730)
H (-1.6346, 0.5764, -3.1819)
H (-0.1708, -0.3547, -3.0776)
H (-0.1493, 1.4892, -2.8023)
C (13.9682, 3.3919, -2.8945)
C (12.6263, 3.4503, -3.4551)
C (11.8474, 2.1591, -3.2279)
N (10.3210, 2.1286, -3.6062)
C (10.0446, 2.5431, -5.0936)
C (9.4518, 2.9703, -2.6410)
C (8.2883, 2.1684, -2.1217)
C (8.2656, 0.9909, -3.0268)
C (9.7289, 0.7207, -3.3774)
H (13.9351, 3.0686, -1.8541)
H (14.4973, 4.3448, -2.8816)
H (14.6364, 2.8000, -3.5201)
H (12.8340, 3.5578, -4.5197)
H (12.1235, 4.4112, -3.3456)
H (11.8419, 1.8209, -2.1917)
H (12.1913, 1.2417, -3.7057)
H (10.7156, 2.0718, -5.8116)
H (10.2022, 3.6204, -5.1457)
H (9.0556, 2.1752, -5.3667)
H (9.0374, 3.8364, -3.1569)
H (9.9587, 3.2054, -1.7051)
H (7.4111, 2.8133, -2.1735)
H (8.3644, 1.7685, -1.1105)
H (7.7199, 1.2661, -3.9293)
H (7.7317, 0.1277, -2.6294)
H (9.8553, -0.0215, -4.1656)
H (10.3177, 0.2506, -2.5896)
C (-6.1473, -7.5468, 6.0964)
C (-4.7931, -6.8339, 6.4471)
C (-5.0135, -5.2954, 6.6715)
N (-3.6823, -4.4509, 7.0021)
C (-2.6419, -4.6241, 5.8147)
C (-3.9109, -2.9547, 7.2509)
C (-4.4862, -2.9342, 8.6584)
C (-3.7384, -3.9556, 9.4017)
C (-3.0194, -4.8455, 8.3378)
H (-6.7670, -7.5453, 6.9931)
H (-5.8319, -8.5736, 5.9113)
H (-6.7253, -7.0333, 5.3280)
H (-4.1628, -7.1530, 5.6170)
H (-4.3743, -7.3611, 7.3043)
H (-5.7038, -5.0997, 7.4919)
H (-5.3921, -4.9212, 5.7203)
H (-2.1239, -5.5783, 5.9117)
H (-1.8362, -3.8922, 5.8727)
H (-3.1797, -4.4168, 4.8896)
H (-2.9993, -2.3791, 7.0904)
H (-4.5590, -2.5787, 6.4592)
H (-4.2023, -1.9909, 9.1249)
H (-5.5598, -3.0791, 8.7786)
H (-2.8767, -3.5231, 9.9101)
H (-4.3431, -4.7102, 9.9047)
H (-1.9562, -4.6246, 8.2435)
H (-2.9257, -5.9244, 8.4608)
C (-0.5991, 5.8036, 7.4357)
C (-1.7122, 6.6884, 8.0905)
C (-1.3279, 8.1365, 7.8878)
N (-2.2422, 9.2476, 8.5357)
C (-3.5422, 9.1413, 7.6632)
C (-1.6486, 10.6339, 8.4319)
C (-2.2022, 11.5804, 9.4889)
C (-2.9444, 10.5402, 10.3939)
C (-2.3164, 9.2020, 10.0398)
H (-0.3229, 5.9569, 6.3925)
H (-0.9587, 4.7748, 7.4167)
H (0.2803, 5.8598, 8.0772)
H (-1.8950, 6.5069, 9.1496)
H (-2.6299, 6.4829, 7.5395)
H (-1.3359, 8.5145, 6.8654)
H (-0.3049, 8.3728, 8.1808)
H (-4.0164, 8.2034, 7.9524)
H (-3.2897, 9.1151, 6.6031)
H (-4.1673, 10.0342, 7.6678)
H (-1.7053, 11.0317, 7.4187)
H (-0.6086, 10.3191, 8.5179)
H (-3.0157, 12.1372, 9.0238)
H (-1.3751, 12.1088, 9.9630)
H (-4.0236, 10.4077, 10.3177)
H (-2.7534, 10.8148, 11.4313)
H (-2.8988, 8.3709, 10.4375)
H (-1.3085, 9.1338, 10.4492)
C (7.3756, -9.7086, 1.7605)
C (5.9335, -9.0766, 1.6299)
C (5.3281, -9.3296, 0.2569)
N (5.2902, -8.0641, -0.5774)
C (6.6536, -7.4101, -0.8400)
C (4.1517, -7.0815, -0.0164)
C (3.4533, -6.3763, -1.1863)
C (3.9150, -7.1494, -2.4451)
C (4.6263, -8.4324, -2.0038)
H (8.0559, -9.0753, 1.1911)
H (7.2696, -10.7299, 1.3945)
H (7.5425, -9.5693, 2.8286)
H (5.9450, -8.0079, 1.8440)
H (5.3193, -9.4851, 2.4324)
H (4.3086, -9.7129, 0.2986)
H (5.7769, -10.1742, -0.2659)
H (7.2384, -8.2403, -1.2360)
H (7.1360, -6.9294, 0.0110)
H (6.4337, -6.5787, -1.5097)
H (4.4983, -6.4584, 0.8080)
H (3.4120, -7.8262, 0.2773)
H (3.8837, -5.3753, -1.1574)
H (2.3880, -6.1555, -1.1194)
H (4.4994, -6.4353, -3.0252)
H (3.1181, -7.3583, -3.1588)
H (5.3358, -8.7881, -2.7509)
H (3.8714, -9.1602, -1.7065)
C (-10.5903, -1.9018, -9.5783)
C (-9.2235, -1.6720, -9.0454)
C (-8.7291, -0.1536, -8.8893)
N (-7.2310, 0.0121, -8.4080)
C (-7.2618, -0.1301, -6.8692)
C (-6.2121, -0.9719, -9.0025)
C (-4.8012, -0.4571, -8.7032)
C (-5.0395, 1.0875, -8.8145)
C (-6.4924, 1.3317, -8.6909)
H (-10.8045, -1.2842, -10.4506)
H (-11.3119, -1.5678, -8.8327)
H (-10.7881, -2.9603, -9.7475)
H (-8.5788, -2.4181, -9.5099)
H (-9.2424, -2.1106, -8.0477)
H (-9.3508, 0.4750, -8.2518)
H (-8.8222, 0.3199, -9.8666)
H (-7.4333, -1.1023, -6.4071)
H (-8.0184, 0.5263, -6.4390)
H (-6.3138, 0.2314, -6.4708)
H (-6.4675, -1.9898, -8.7080)
H (-6.3732, -0.8504, -10.0737)
H (-4.4710, -0.7902, -7.7193)
H (-4.0176, -0.7189, -9.4142)
H (-4.4499, 1.5843, -8.0440)
H (-4.5950, 1.3062, -9.7854)
H (-6.6570, 2.0889, -7.9243)
H (-7.0469, 1.7806, -9.5150)
N (-4.5500, -2.5427, -0.7169)
S (-5.8904, -2.2918, 0.2430)
O (-5.5051, -2.3168, 1.6788)
O (-7.1969, -2.7087, -0.1797)
F (-6.1548, -0.7820, 0.0149)
S (-4.8024, -3.8316, -1.2487)
O (-5.7152, -3.8989, -2.4178)
O (-4.8437, -4.9664, -0.2686)
F (-3.3079, -4.0438, -1.9129)
N (4.0029, 3.5354, -9.1474)
S (2.4868, 4.0853, -8.7599)
O (1.7680, 4.8133, -9.7739)
O (2.2531, 4.2574, -7.3258)
F (1.7811, 2.6645, -8.9579)
S (4.5900, 4.8426, -8.7793)
O (4.7960, 5.1997, -7.3856)
O (4.4653, 5.9339, -9.7198)
F (6.0988, 4.4295, -9.1700)
N (-3.3604, 4.5258, -0.0796)
S (-4.1880, 5.2192, 0.9566)
O (-5.5746, 4.8110, 1.0957)
O (-3.8315, 6.6271, 1.2991)
F (-3.6039, 4.3043, 2.1662)
S (-4.4209, 4.9080, -1.3626)
O (-5.0632, 6.2644, -1.4788)
O (-5.1371, 3.7744, -1.9444)
F (-3.2314, 5.1329, -2.4562)


The following is a DFT calculation (ωB97M-V with the def2-TZVPD basis set) of a structure of composition C14H37AgBrN3O4 in a non-equilibrium geometry.

Computed properties:
<S²> = 0.7524
Total charge = +1
DFT total energy = -101805.372 eV
Multiplicity = 2
Frontier orbital gap (alpha / beta) = 4.3 / 3.7 eV
Energy above the lowest of the compared OMol25 structures with the same formula, charge and spin = 111.45 kcal per mole
LUMO (alpha / beta) = -0.23068 / -0.25355 Eh
Highest occupied orbital energy (alpha / beta) = -10.6 / -10.6 eV

Geometry (Å):
Ag (-19.4992, -1.5639, 13.5928)
Br (-15.9779, -0.2898, 15.4596)
C (-12.2107, 3.9293, 18.5422)
C (-12.9041, 3.4492, 19.7746)
C (-12.5928, 4.3812, 20.9488)
O (-13.3696, 4.0287, 22.1243)
C (-12.9064, 4.7873, 23.2442)
N (-14.3587, 3.4820, 19.5367)
H (-12.3334, 4.9999, 18.3780)
H (-12.4738, 3.3385, 17.6649)
H (-11.1491, 3.6971, 18.6268)
H (-12.6209, 2.4208, 19.9986)
H (-12.4922, 5.4482, 20.7502)
H (-11.6095, 3.9958, 21.2184)
H (-13.6047, 4.6926, 24.0759)
H (-12.7726, 5.8383, 22.9878)
H (-11.9710, 4.4218, 23.6678)
H (-14.6429, 2.7030, 18.9601)
H (-14.5474, 4.2332, 18.8885)
C (-12.7092, 2.0706, 10.7967)
C (-12.8894, 3.5571, 11.3005)
C (-13.0546, 4.3343, 10.0411)
O (-13.2782, 5.7057, 10.3496)
C (-13.0857, 6.6158, 9.1412)
N (-13.9749, 3.8323, 12.1813)
H (-13.5381, 1.8859, 10.1134)
H (-12.5437, 1.2612, 11.5077)
H (-11.8583, 1.9410, 10.1278)
H (-11.9460, 3.9485, 11.6810)
H (-13.8565, 3.9929, 9.3865)
H (-12.1028, 4.2410, 9.5181)
H (-13.5864, 6.2429, 8.2477)
H (-12.0372, 6.8635, 8.9756)
H (-13.4867, 7.6229, 9.2552)
H (-14.5745, 3.1053, 11.8181)
H (-13.8793, 3.2903, 13.0282)
C (-14.3926, -6.7673, 12.1207)
O (-15.6181, -6.2577, 11.8676)
C (-15.6876, -5.3162, 10.7603)
C (-16.5780, -4.0944, 11.1221)
N (-17.9379, -4.3192, 11.6689)
C (-18.8259, -4.8204, 10.6072)
C (-20.1826, -5.0197, 11.1314)
O (-20.5195, -3.6573, 11.4399)
C (-21.9501, -3.4710, 11.5804)
H (-13.9750, -6.3278, 13.0266)
H (-13.6706, -6.7585, 11.3042)
H (-14.3395, -7.8334, 12.3411)
H (-16.0484, -5.6972, 9.8049)
H (-14.6904, -4.9221, 10.5643)
H (-16.5986, -3.5127, 10.2006)
H (-16.0268, -3.3798, 11.7333)
H (-17.5980, -5.1281, 12.1693)
H (-18.4526, -5.8184, 10.3774)
H (-18.7594, -4.2357, 9.6897)
H (-20.1925, -5.6541, 12.0177)
H (-20.8383, -5.3991, 10.3477)
H (-22.3959, -4.0883, 12.3603)
H (-22.5775, -3.7280, 10.7269)
H (-22.1875, -2.4326, 11.8118)


The following is a DFT calculation (ωB97M-V with the def2-TZVPD basis set) of a structure of composition C6H13CdO3 in a non-equilibrium geometry.

Computed properties:
<S²> = 0.7514
Total charge = 0
DFT total energy = -17133.553 eV
Multiplicity = 2
Frontier orbital gap (alpha / beta) = 6.9 / 6.2 eV
Energy above the lowest of the compared OMol25 structures with the same formula, charge and spin = 38.27 kcal per mole
LUMO (alpha / beta) = 0.02417 / -0.00378 Eh
Highest occupied orbital energy (alpha / beta) = -6.3 / -6.3 eV

Geometry (Å):
C (2.8824, 1.5529, -0.5512)
O (1.8497, 0.6418, -0.2714)
C (2.3006, -0.6920, 0.1664)
C (1.2379, -1.6400, -0.1650)
O (-0.1077, -1.3094, 0.4082)
C (-1.2296, -1.6822, -0.3668)
C (-2.3472, -0.7124, -0.0633)
O (-1.8268, 0.6046, -0.2247)
C (-2.8169, 1.6214, -0.1844)
Cd (0.0775, 0.7906, 0.7240)
H (2.4312, 2.5095, -0.8487)
H (3.5152, 1.7139, 0.3373)
H (3.5070, 1.1641, -1.3704)
H (2.4476, -0.6248, 1.2646)
H (1.4780, -2.6625, 0.1558)
H (-1.5528, -2.7064, -0.1254)
H (-0.9809, -1.6394, -1.4395)
H (-2.7102, -0.8297, 0.9708)
H (-3.1869, -0.8720, -0.7555)
H (-2.3139, 2.5936, -0.2190)
H (-3.4723, 1.5294, -1.0613)
H (-3.4020, 1.5484, 0.7443)
H (1.2805, -1.5905, -1.3029)


The following is a DFT calculation (ωB97M-V with the def2-TZVPD basis set) of the molecule C9H16N2O6.

Computed properties:
Total charge = 0
DFT total energy = -24859.483 eV
Frontier orbital gap = 9.9 eV
Energy above the lowest of the compared OMol25 structures with the same formula, charge and spin = 0.00 kcal per mole
SMILES string = C[C@@H](O)[C@H](N)C(=O)N[C@@H](CCC(=O)O)C(=O)O
LUMO = 0.01087 Eh
Highest occupied orbital energy = -9.6 eV

Geometry (Å):
C (1.3713, -0.7843, 0.7070)
C (1.0434, 0.4781, 1.5266)
C (2.4954, -0.4596, -0.2876)
C (3.0903, -1.7058, -0.9194)
C (-0.8824, 1.3980, 0.0608)
C (-0.5408, 2.7680, -0.5690)
C (-2.3774, 1.2928, 0.3778)
C (-2.7744, -0.1101, 0.8397)
C (-2.7418, -1.1341, -0.2701)
H (0.4087, -2.5104, 0.1679)
H (0.0725, -1.2595, -0.8286)
H (1.8139, -1.4287, 1.4772)
H (3.2715, 0.0819, 0.2865)
H (2.5083, 0.4370, -2.0442)
H (2.3311, -2.3189, -1.4066)
H (3.5962, -2.3127, -0.1613)
H (3.8531, -1.4645, -1.6770)
H (-0.0933, 2.0357, 1.9032)
H (-0.6316, 0.6251, -0.6642)
H (-2.9397, 1.5719, -0.5087)
H (-2.6310, 2.0121, 1.1645)
H (-3.7948, -0.0947, 1.2278)
H (-2.1299, -0.4545, 1.6596)
H (-3.1714, -2.8931, -0.6475)
H (1.1662, 2.0191, -1.0344)
N (0.2282, -1.5026, 0.1490)
N (-0.0483, 1.2553, 1.2596)
O (1.8156, 0.7803, 2.4303)
O (1.9078, 0.3851, -1.2949)
O (-1.3282, 3.6788, -0.6016)
O (-2.3937, -0.9397, -1.4115)
O (-3.1957, -2.3280, 0.1397)
O (0.7011, 2.8819, -1.0503)